Entry 1:
ORCA calculation (ωB97M-V/def2-TZVPD) on C22H36ClHgN4O6S2Si as an isolated structure.

XYZ file:
```
73
C22H36ClHgN4O6S2Si (ωB97M-V/def2-TZVPD)
C -0.23 -3.26 1.31
C 4.52 2.57 -1.37
H 5.28 -0.43 0.81
N 2.66 3.11 1.93
H -0.69 2.81 -1.66
H 0.71 7.42 -0.92
H -2.96 -0.06 1.35
H 5.12 -2.76 -0.32
O -6.67 -3.99 0.89
H 5.15 -1.25 2.37
H -0.34 6.91 -2.25
H 1.36 6.44 -2.26
C 0.49 6.60 -1.61
C 3.67 3.97 1.97
C 3.15 2.93 -2.01
H 4.50 3.69 2.61
H 4.57 5.79 1.27
C -0.40 3.77 -2.07
H -1.24 4.19 -2.65
H -7.21 -5.67 -1.26
H -2.25 5.75 -0.19
H 4.46 2.77 -0.31
O -6.23 -3.02 -1.36
O 3.04 3.95 -2.70
H -3.87 -4.97 0.32
C 3.71 5.14 1.24
C 2.84 -1.19 -0.24
H 2.91 -2.14 1.68
Hg 1.61 0.41 0.34
C -5.31 -5.82 -2.34
H 4.94 -3.52 1.27
H -5.88 -6.34 -0.29
H 2.17 -1.93 -0.68
H -4.25 -5.83 -2.12
S 0.27 2.23 1.15
C 4.57 -0.80 1.55
C -1.41 5.35 0.39
S -5.92 -4.01 -0.34
O -2.96 -5.53 2.10
C 4.40 -3.04 0.45
C -2.38 -0.48 0.52
H 0.74 -3.71 1.42
H -1.61 0.24 0.25
C -4.18 -3.97 0.01
N -2.41 -2.89 1.27
O -0.74 -5.97 2.03
C -3.84 -3.04 1.18
H 4.72 1.51 -1.52
H 3.72 -3.78 0.02
Si 0.05 4.99 -0.74
C -1.71 -1.76 0.90
H -1.14 6.09 1.14
H 4.03 0.06 1.95
N -0.42 -1.95 0.93
H -1.74 4.44 0.90
H -4.27 -2.05 1.04
C -1.45 -3.87 1.52
N -1.72 -5.16 1.90
H 2.64 6.31 -0.20
H -4.23 -3.48 2.09
C 1.61 3.40 1.15
C 2.62 5.42 0.42
H -3.68 -3.66 -0.90
H 3.52 -0.84 -1.02
H -5.52 -5.03 -3.05
C 3.62 -1.81 0.92
Cl 5.95 3.48 -1.98
O 2.28 2.10 -1.67
H -5.57 -6.78 -2.80
H 0.46 3.61 -2.72
H -3.05 -0.60 -0.33
C 1.53 4.56 0.36
C -6.13 -5.62 -1.07
```

Energy relative to the best compared isomer or geometry (same formula, charge and spin) = 0.0 kJ/mol
Spin multiplicity = 2
⟨S²⟩ = 0.76
HOMO level (spin up / spin down) = -0.65 / -3.42 eV
Total charge = -2


Entry 2:
ORCA calculation (ωB97M-V/def2-TZVPD) on C48H53FN9O9SZr as an isolated structure in a non-equilibrium geometry.

XYZ file:
```
122
C48H53FN9O9SZr (ωB97M-V/def2-TZVPD)
N 6.33 5.55 6.51
C -0.65 2.48 0.18
F 4.16 1.20 5.51
H 7.09 6.21 6.65
C -5.54 -1.01 -3.30
C 3.55 3.45 5.06
O 2.09 -1.07 0.63
C 6.65 4.19 7.04
C 4.71 -1.19 1.40
N 0.95 -1.76 -1.69
C -2.84 -1.37 -0.41
C 0.58 -3.03 -1.65
H -2.71 2.12 2.34
H 7.71 -2.56 2.13
S -1.11 -2.79 1.91
C 1.08 7.11 1.72
C 0.09 2.92 1.42
H -0.27 1.75 -2.13
H -1.81 -1.14 3.46
C 1.98 1.38 -0.21
H 5.23 6.35 8.13
H 2.39 0.54 3.73
C -1.95 -3.78 -3.82
C 6.05 -1.26 1.74
H 0.52 8.03 1.86
C 3.98 -2.36 1.20
H 0.77 -2.98 3.35
H 3.04 5.28 6.76
O 1.87 -3.30 0.66
N -1.71 -0.99 -1.11
H 5.37 2.46 7.18
N 1.06 4.73 2.64
C 2.53 -2.27 0.80
H 3.37 -3.39 -3.19
O -1.06 1.25 0.20
C 6.67 -2.50 1.87
C 2.16 -1.73 -2.33
C 2.51 -3.00 -2.69
H -4.61 -2.31 -0.91
H 0.56 -4.46 2.39
C 5.94 -3.67 1.67
C -5.96 -0.27 -5.56
H -0.25 4.96 1.04
H 4.21 -0.24 1.27
N 4.49 3.99 5.97
H 4.00 -4.49 1.18
H -1.98 0.68 2.32
H -3.44 0.83 3.00
H 1.87 -5.70 -1.45
C 1.69 2.48 3.21
N -2.54 1.29 2.91
H 0.41 -5.59 -2.46
O 0.64 0.70 2.09
N -3.77 -1.88 -1.26
O -3.04 -1.26 0.80
H -0.28 -4.73 4.88
C -4.01 -4.37 -2.75
C 2.75 4.33 4.34
C -1.96 -1.21 -2.42
O -1.23 -0.88 -3.36
C -3.78 -1.08 -4.93
H 1.03 6.71 0.72
H 6.43 -4.63 1.76
H -0.93 -5.37 -4.83
C 0.05 -3.71 2.99
C -6.40 -0.50 -4.26
C -2.74 -6.05 -3.90
N 1.48 -3.81 -2.26
C 1.82 3.87 3.40
C 1.44 -5.25 -2.35
C -3.05 -3.41 -3.06
H -2.62 -7.08 -4.22
H -0.27 0.32 -2.81
H 4.73 6.92 6.53
H 3.95 4.38 7.97
H 3.15 6.37 1.98
H 2.87 5.39 4.49
C -4.23 -1.30 -3.63
H 2.69 7.72 3.13
H -4.61 -6.41 -2.91
O 0.23 0.92 -2.20
C -4.64 -0.56 -5.88
O -0.78 3.25 -0.76
N 2.79 2.16 0.06
H -0.97 -2.42 5.24
C 0.26 4.24 1.66
H -1.55 -4.97 3.67
H -1.20 -3.04 -4.09
C 3.40 2.08 4.82
H 6.62 -0.36 1.88
C -3.29 -1.95 -2.61
C 1.12 6.16 2.87
H -4.90 -4.08 -2.20
C 5.05 6.05 7.10
C 0.76 1.94 2.22
H 6.58 4.23 8.13
H 7.67 3.93 6.77
C 2.36 6.92 2.48
H 2.69 -0.81 -2.49
H 6.16 5.43 5.51
C -3.86 -5.68 -3.16
H -3.09 -2.31 3.13
H 6.07 2.69 5.58
H -5.91 -1.17 -2.30
H -2.75 -1.29 -5.18
H -2.49 -3.32 5.19
H -7.43 -0.27 -4.00
O -0.30 -1.61 1.41
C 5.63 3.21 6.43
C 4.59 -3.59 1.34
Zr 0.33 -0.22 -0.08
C -0.85 -4.24 4.09
C -2.04 -2.20 3.38
C -1.79 -5.10 -4.23
H -0.32 -3.42 -1.21
C -1.62 -3.02 4.60
C 2.50 1.60 3.92
H 0.62 6.45 3.78
C 4.03 4.90 7.01
H -6.63 0.12 -6.30
H -4.28 -0.40 -6.89
H 2.01 -5.58 -3.22
```

Spin multiplicity = 1
HOMO level = -10.00 eV
Total charge = +1